{"formula": "C32H64FNO18S6", "method": "ωB97M-V with the def2-TZVPD basis set", "species": ["N", "H", "H", "H", "H", "F", "C", "C", "C", "O", "C", "O", "O", "H", "H", "H", "H", "H", "H", "C", "C", "C", "O", "C", "O", "O", "H", "H", "H", "H", "H", "H", "C", "C", "C", "S", "O", "O", "C", "H", "H", "H", "H", "H", "H", "H", "H", "C", "C", "C", "S", "O", "O", "C", "H", "H", "H", "H", "H", "H", "H", "H", "C", "C", "C", "S", "O", "O", "C", "H", "H", "H", "H", "H", "H", "H", "H", "C", "C", "C", "S", "O", "O", "C", "H", "H", "H", "H", "H", "H", "H", "H", "C", "C", "C", "S", "O", "O", "C", "H", "H", "H", "H", "H", "H", "H", "H", "C", "C", "C", "S", "O", "O", "C", "H", "H", "H", "H", "H", "H", "H", "H"], "coordinates": [[-0.102, 0.944, 0.580], [-0.442, 1.354, 1.362], [0.769, 0.531, 1.032], [0.194, 1.644, 0.006], [-0.730, 0.308, 0.040], [-0.174, 3.769, 1.276], [-2.109, 4.088, -1.228], [-1.299, 4.355, -2.571], [0.233, 4.015, -2.453], [0.524, 3.432, -3.773], [-0.583, 3.124, -4.327], [-0.729, 2.593, -5.430], [-1.667, 3.529, -3.601], [-3.144, 4.136, -1.507], [-1.956, 5.013, -0.597], [-1.827, 2.989, -0.647], [-1.494, 5.469, -2.945], [0.354, 3.216, -1.786], [0.909, 4.809, -2.187], [-3.045, 2.541, 3.475], [-3.616, 1.410, 4.295], [-4.536, 0.296, 3.620], [-4.067, -0.884, 4.379], [-2.875, -0.657, 4.955], [-2.141, -1.571, 5.421], [-2.628, 0.673, 4.993], [-2.495, 1.992, 2.703], [-2.554, 3.096, 4.105], [-3.895, 2.775, 2.927], [-4.323, 2.109, 5.013], [-4.553, 0.151, 2.524], [-5.596, 0.245, 3.777], [2.667, -1.130, -4.960], [1.281, -1.170, -5.797], [0.156, -0.940, -4.790], [0.864, -0.732, -3.200], [0.942, -2.014, -2.657], [0.043, 0.179, -2.377], [2.409, -0.224, -3.749], [3.400, -1.001, -5.551], [2.820, -2.240, -4.566], [1.053, -1.962, -6.246], [1.366, -0.299, -6.202], [-0.497, -1.750, -4.541], [-0.193, -0.052, -4.925], [3.179, -0.076, -3.016], [2.265, 0.687, -4.109], [4.252, -3.259, -0.360], [3.597, -4.630, -0.533], [2.178, -4.342, -0.193], [2.143, -3.250, 1.191], [2.001, -4.013, 2.369], [1.400, -2.050, 0.973], [3.784, -2.782, 0.985], [4.121, -2.523, -1.014], [5.241, -3.324, -0.419], [4.009, -5.236, 0.031], [3.622, -5.105, -1.452], [1.841, -5.305, 0.011], [1.624, -3.865, -1.032], [4.277, -3.264, 1.905], [3.804, -1.659, 1.108], [3.006, -0.875, 4.332], [3.423, 0.481, 3.780], [2.627, 1.525, 4.708], [1.034, 0.826, 4.792], [0.284, 1.051, 3.610], [0.521, 1.318, 6.071], [1.561, -0.860, 4.746], [3.707, -1.164, 5.173], [3.146, -1.609, 3.657], [3.258, 0.392, 2.575], [4.496, 0.536, 3.937], [2.661, 2.617, 4.321], [3.057, 1.567, 5.757], [0.860, -1.220, 4.012], [1.554, -1.467, 5.526], [-4.257, 0.342, -4.216], [-5.534, -0.067, -3.530], [-5.083, -0.693, -2.187], [-3.604, 0.211, -1.722], [-2.532, -0.722, -1.511], [-3.982, 1.157, -0.700], [-3.280, 1.121, -3.203], [-4.529, 0.908, -5.183], [-3.693, -0.385, -4.512], [-6.222, -0.779, -3.853], [-5.938, 0.965, -3.356], [-4.795, -1.733, -2.483], [-5.846, -0.745, -1.511], [-2.155, 0.976, -3.383], [-3.683, 2.053, -2.784], [4.765, 4.306, 0.605], [5.922, 3.435, 0.198], [5.389, 2.066, 0.235], [3.931, 2.169, -0.805], [2.930, 1.226, -0.230], [4.193, 2.233, -2.157], [3.588, 3.885, -0.294], [4.875, 5.383, 0.432], [4.532, 4.037, 1.846], [6.956, 3.390, 0.643], [6.233, 3.675, -0.767], [5.138, 1.713, 1.242], [5.993, 1.240, -0.020], [2.442, 3.886, -0.099], [3.637, 4.600, -1.188], [-3.554, -4.974, 0.541], [-3.190, -4.770, 2.021], [-3.658, -3.419, 2.436], [-3.409, -2.380, 0.984], [-2.151, -1.694, 1.185], [-4.599, -1.621, 0.666], [-3.197, -3.711, -0.132], [-4.595, -5.122, 0.451], [-3.076, -5.908, 0.034], [-2.108, -4.792, 1.805], [-3.278, -5.478, 2.680], [-3.185, -2.979, 3.102], [-4.701, -3.445, 2.826], [-2.178, -3.467, -0.392], [-3.794, -3.329, -0.997]], "charge": 0, "homo_lumo_gap_ev": 7.6, "e_above_lowest_kj_mol": 108.6, "homo_ev": -7.502}